DFT (ωB97M-V/def2-TZVPD) results for C29H51N2O13Zr as an isolated structure.

Geometry as XYZ:
```
96
Properties=species:S:1:pos:R:3:lowdin_charge:R:1
Zr 0.919 1.145 -0.151 2.089
C 4.398 0.821 2.920 -0.007
C 3.430 -0.385 2.927 -0.500
C 3.653 -1.192 4.210 -0.136
C 3.048 -0.498 5.415 -0.186
C 1.574 -0.199 5.211 -0.140
C 1.255 0.543 3.916 -0.499
N 2.021 0.002 2.779 -0.103
O 1.869 0.779 1.664 -0.360
C 1.504 2.040 4.183 -0.019
C -0.220 0.327 3.588 -0.033
C 3.738 -1.313 1.772 -0.052
H 5.219 0.634 2.221 0.085
H 4.974 0.854 3.848 0.080
H 3.925 1.776 2.721 0.071
H 4.720 -1.277 4.413 0.126
H 3.210 -2.180 4.066 0.127
H 3.602 0.387 5.742 0.111
H 3.140 -1.151 6.290 0.117
H 1.184 0.326 6.083 0.129
H 1.065 -1.173 5.227 0.124
H 1.577 2.545 3.213 0.067
H 2.407 2.299 4.730 0.084
H 0.595 2.455 4.616 0.085
H -0.348 -0.724 3.317 0.087
H -0.555 0.996 2.795 0.054
H -0.867 0.494 4.452 0.099
H 4.686 -1.828 1.969 0.098
H 3.937 -0.825 0.812 0.068
H 2.991 -2.068 1.518 0.090
C -0.553 3.635 -3.714 -0.015
C -1.059 2.170 -3.638 -0.500
C -1.785 1.861 -4.956 -0.155
C -0.828 1.666 -6.130 -0.163
C 0.140 0.544 -5.773 -0.138
C 0.940 0.807 -4.486 -0.506
N -0.025 1.151 -3.425 -0.081
O 0.605 1.380 -2.216 -0.354
C 2.084 1.803 -4.663 -0.026
C 1.555 -0.550 -4.157 -0.036
C -2.175 2.117 -2.603 -0.040
H -1.300 4.235 -4.237 0.088
H 0.357 3.792 -4.282 0.064
H -0.509 4.017 -2.693 0.077
H -2.372 2.729 -5.283 0.118
H -2.575 1.107 -4.906 0.121
H -0.234 2.574 -6.258 0.109
H -1.386 1.405 -7.027 0.117
H 0.921 0.516 -6.542 0.125
H -0.378 -0.415 -5.759 0.126
H 2.438 2.071 -3.669 0.077
H 1.862 2.704 -5.239 0.072
H 2.883 1.352 -5.257 0.093
H 0.740 -1.191 -3.805 0.094
H 2.336 -0.518 -3.402 0.072
H 1.875 -1.076 -5.058 0.097
H -2.673 1.151 -2.641 0.092
H -2.848 2.964 -2.756 0.097
H -1.832 2.347 -1.591 0.052
C -2.489 -0.713 1.100 0.052
C -1.351 -0.157 0.335 -0.568
O -0.253 -0.724 0.066 -0.075
O -1.219 1.133 0.257 -0.169
H -2.116 -1.351 1.896 0.098
H -3.077 -1.299 0.386 0.100
H -3.093 0.093 1.504 0.083
C -5.049 2.658 2.992 -0.112
C -5.030 4.174 3.091 -0.090
O -3.656 4.357 3.517 0.066
C -2.916 3.362 3.002 -0.563
O -1.730 3.341 2.914 0.155
O -3.733 2.392 2.491 0.033
H -5.775 2.268 2.286 0.134
H -5.218 2.282 4.001 0.136
H -5.630 4.549 3.917 0.134
H -5.247 4.763 2.203 0.135
C -4.454 -5.213 -0.485 -0.084
C -4.028 -4.665 0.900 -0.111
O -2.650 -4.365 0.732 0.044
C -2.310 -4.427 -0.589 -0.565
O -1.286 -4.002 -1.014 0.164
O -3.278 -5.027 -1.293 0.069
H -5.242 -4.657 -0.990 0.129
H -4.721 -6.266 -0.454 0.128
H -4.222 -5.453 1.623 0.128
H -4.560 -3.755 1.170 0.124
C 1.934 -4.029 -1.940 -0.060
C 3.390 -3.864 -1.477 -0.054
O 3.510 -2.435 -1.294 0.094
C 2.316 -1.885 -1.355 -0.592
O 2.053 -0.766 -1.003 -0.003
O 1.383 -2.698 -1.842 0.075
H 1.357 -4.623 -1.235 0.127
H 1.820 -4.381 -2.958 0.138
H 4.065 -4.263 -2.231 0.134
H 3.652 -4.315 -0.524 0.135
```

Total energy: -2270.12262 Ha
Gap between HOMO and LUMO: 0.2489 Eh
Total charge: +1

***

DFT (ωB97M-V/def2-TZVPD) results for an isolated molecule of C4H5N3.

Geometry as XYZ:
```
12
Properties=species:S:1:pos:R:3:lowdin_charge:R:1
H 1.734 -1.975 -0.701 0.039
N 1.481 -1.138 -1.238 0.102
C 0.532 -0.420 -0.705 -0.493
N 0.199 0.672 -1.449 0.106
C 0.006 -0.774 0.621 -0.027
C -0.812 -0.046 1.374 -0.092
C -1.338 1.229 1.067 -0.229
N -1.782 2.275 0.813 0.163
H 0.940 0.859 -2.149 0.116
H -0.103 1.532 -0.963 0.080
H 0.309 -1.735 1.011 0.113
H -1.167 -0.480 2.319 0.121
```

Total energy: -319.65473 Ha
Gap between HOMO and LUMO: 0.3299 Eh
SMILES: [H]/N=C(N)\C=C/C#N